(1)
A cluster of 2 separate species, C4H14NOS in total at a distorted geometry, computed with ωB97M-V/def2-TZVPD.

Each atom is followed by the atoms it is bonded to, with distances in Å.
Atoms and positions in Å:
1 C 1.5652 0.2594 0.3403  C2 1.509, N6 1.535, H7 1.082, H8 1.085
2 C 0.4732 0.5640 -0.6557  C1 1.509, C3 1.573, H9 1.079, H10 1.091
3 C -0.2879 -0.7267 -1.1348  C2 1.573, S4 1.834, H11 1.086, H12 1.081
4 S -2.0986 -0.6054 -0.8703  C3 1.834, C5 1.815
5 C -2.6447 -0.1780 -2.5480  S4 1.815, H13 1.082, H14 1.081, H15 1.090
6 N 0.9022 -0.2077 1.6433  C1 1.535, H16 1.019, H17 1.017, H18 1.014
7 H 2.2257 -0.5446 0.0435  C1 1.082
8 H 2.2115 1.0738 0.6496  C1 1.085
9 H 0.7350 1.1660 -1.5117  C2 1.079
10 H -0.2504 1.1628 -0.1017  C2 1.091
11 H 0.1133 -1.5574 -0.5613  C3 1.086
12 H -0.1946 -0.8831 -2.2005  C3 1.081
13 H -2.3618 0.8405 -2.7779  C5 1.082
14 H -3.7118 -0.3498 -2.5742  C5 1.081
15 H -2.1896 -0.8497 -3.2754  C5 1.090
16 H 0.6909 0.6152 2.2052  N6 1.019
17 H 0.0042 -0.6495 1.4644  N6 1.017
18 H 1.5181 -0.7880 2.2019  N6 1.014
19 H 3.7821 0.6601 2.5723  O21 0.973
20 H 3.8085 1.2422 3.9413  O21 0.966
21 O 3.1829 1.0548 3.2290  H19 0.973, H20 0.966

Results
Net charge: +1
Energy relative to the best compared isomer or geometry (same formula, charge and spin), kJ/mol: 87.86



(2)
A cluster of 2 separate species, C4H14NOSi in total, computed with ωB97M-V/def2-TZVPD.

Each atom is followed by the atoms it is bonded to, with distances in Å.
Atoms and positions in Å:
1 C -1.9497 -2.5050 0.4933  C2 1.522, H8 1.086, H9 1.087, H10 1.087
2 C -1.2132 -1.2426 0.0694  C1 1.522, C3 1.553, H11 1.092, H12 1.091
3 C 0.1643 -1.1333 0.7778  C2 1.553, C4 1.464, H13 1.092, H14 1.090
4 C 0.7836 0.0821 0.2462  C3 1.464, N5 1.286, Si7 1.953
5 N 0.7490 1.1786 0.9180  C4 1.286, H16 1.019, H17 1.026
6 O 0.8672 3.9056 -0.2746  H15 0.959, H18 0.961
7 Si 1.4285 0.1448 -1.5963  C4 1.953, H19 1.460, H20 1.463, H21 1.459
8 H -2.1331 -2.5120 1.5641  C1 1.086
9 H -1.3831 -3.3948 0.2311  C1 1.087
10 H -2.9080 -2.5482 -0.0178  C1 1.087
11 H -1.8130 -0.3654 0.3192  C2 1.092
12 H -1.0635 -1.2544 -1.0108  C2 1.091
13 H 0.0136 -1.1038 1.8594  C3 1.092
14 H 0.7461 -2.0170 0.5173  C3 1.090
15 H 1.5439 4.4497 -0.6826  O6 0.959
16 H 0.3826 1.2081 1.8687  N5 1.019
17 H 1.0215 2.0815 0.5143  N5 1.026
18 H 0.1609 4.5026 -0.0145  O6 0.961
19 H 2.5158 1.1170 -1.5341  Si7 1.460
20 H 0.2607 0.6282 -2.3321  Si7 1.463
21 H 1.8259 -1.2219 -1.9161  Si7 1.459

Results
Net charge: +1
Energy relative to the best compared isomer or geometry (same formula, charge and spin), kJ/mol: 77.74



(3)
A cluster of 3 separate species, C4H14O2 in total at a distorted geometry, computed with ωB97M-V/def2-TZVPD.

Each atom is followed by the atoms it is bonded to, with distances in Å.
Atoms and positions in Å:
1 C -0.1806 -1.4461 -1.1440  C2 1.547, H5 1.181, H6 1.093, H7 1.055
2 C -0.0751 -0.1172 -0.3600  C1 1.547, C3 1.568, H8 1.098, H9 1.086
3 C -1.3682 0.2488 0.4470  C2 1.568, C4 1.481, H10 1.108, H11 1.106
4 C -2.2344 1.3036 -0.1278  C3 1.481, H12 1.039, H13 1.147, H14 1.150
5 H -1.1701 -1.5038 -1.7867  C1 1.181
6 H -0.2580 -2.1851 -0.3431  C1 1.093
7 H 0.7166 -1.5935 -1.6800  C1 1.055
8 H 0.1253 0.7327 -1.0251  C2 1.098
9 H 0.7231 -0.2443 0.3658  C2 1.086
10 H -1.0484 0.3226 1.5056  C3 1.108
11 H -1.9853 -0.6386 0.6840  C3 1.106
12 H -3.0483 1.5859 0.4529  C4 1.039
13 H -2.4267 1.0162 -1.2217  C4 1.147
14 H -1.5065 2.1258 -0.4684  C4 1.150
15 H 2.2432 0.6679 -0.5939  O17 0.976
16 H 1.8606 2.0019 -1.0967  O17 0.916
17 O 2.6113 1.4958 -0.9564  H15 0.976, H16 0.916
18 H 0.3667 -2.0922 2.3458  O20 0.936
19 H 1.6181 -1.3720 2.0594  O20 0.870
20 O 0.7561 -1.3406 1.9453  H18 0.936, H19 0.870

Results
Multiplicity: 2
Net charge: -1
Energy relative to the best compared isomer or geometry (same formula, charge and spin), kJ/mol: 132.65



Among the records above, which one has the lowest energy relative to the best compared isomer or geometry (same formula, charge and spin)?
C4H14NOSi



Which formula does entry 1 have?
C4H14NOS